No. 1
DFT (ωB97M-V/def2-TZVPD) results for a structure of composition C17H14ClNNaO6 at a distorted geometry.

Positions of all 40 atoms, in Å:
H1 -0.45551 -2.44642 -2.71101
O1 2.82917 -3.15315 -0.63807
C1 1.53838 -1.12809 -0.13939
C2 2.98837 0.33160 1.46295
Na1 1.20918 2.78089 5.52221
C3 1.75031 0.14668 0.57228
C4 0.78951 1.24074 0.43788
C5 3.57357 -2.07497 1.32059
H2 -0.40683 1.41517 3.95345
H3 -3.44403 2.68954 -0.75954
H4 4.13127 -2.98276 1.64374
H5 -1.06526 1.86053 -0.57405
N1 -0.28908 1.49681 2.93244
Cl1 4.89044 -0.73200 3.34103
C6 -0.54601 -0.22546 -1.19701
O2 -1.83417 1.05111 -2.79559
C7 -0.78893 -3.62669 -0.93283
H6 -4.11755 0.97792 -0.88747
C8 -1.80596 -0.23295 -2.13629
H7 1.93773 3.02530 0.97997
H8 0.17030 3.36347 0.75612
H9 1.13366 2.96005 3.49856
C9 -3.09348 1.66030 -2.74621
O3 -2.16383 -3.29323 -0.96548
C10 0.38395 -1.33499 -1.03441
O4 -3.55440 2.03451 -3.78695
C11 0.91333 2.61547 1.14745
C12 -0.33413 1.02651 -0.44541
C13 0.14424 -2.67173 -1.78381
C14 2.62515 -2.21394 0.08547
O5 -0.40787 -4.57862 -0.33649
O6 3.43553 1.41565 1.79020
C15 -3.90573 1.93535 -1.44030
C16 3.78183 -0.91238 1.96990
C17 0.59284 2.39420 2.67606
H10 -2.71142 -0.44800 -1.51816
H11 -1.75786 -1.00637 -2.93877
H12 1.06443 -3.18892 -2.13270
H13 -2.29900 -2.49682 -0.42193
H14 -4.90214 2.32566 -1.76845

Results
- Lowest unoccupied orbital energy: -5.46 eV
- HOMO: -12.036 eV
- Frontier orbital gap: 6.58 eV
- Charge: +1

No. 2
DFT (ωB97M-V/def2-TZVPD) results for a structure of composition C17H14CsF6N3O10S2 at a distorted geometry.

Positions of all 53 atoms, in Å:
H1 -3.99430 -0.02020 0.91840
C1 -4.10070 -1.88660 -0.93150
H2 -4.61230 -1.27780 -1.66560
H3 -4.33700 -0.98660 3.23820
F1 5.32280 -1.22920 -1.60060
H4 -4.47690 -3.28290 2.10920
C2 2.86810 -2.81770 1.68340
O1 -3.78050 5.86410 0.09170
N1 -6.04530 -0.39220 1.16960
F2 2.93680 -4.10800 2.05240
H5 -5.19980 0.49680 3.67520
O2 -7.09790 -2.23680 0.37900
C3 -2.75580 -3.42870 0.82380
N2 -2.89760 -2.31330 -1.27320
O3 0.83090 -1.53590 0.57390
H6 -2.18370 -4.05730 1.48760
C4 -2.20560 2.73140 0.70630
S1 1.68310 -2.62360 0.20070
O4 0.12050 3.14450 0.31750
H7 -6.81020 2.04840 0.27600
O5 -2.12870 1.48170 0.91230
F3 4.68160 0.57740 -2.56590
C5 -3.39170 3.57310 0.77510
F4 4.11810 -2.44700 1.39590
H8 -4.94040 1.37750 1.37750
O6 -0.86460 5.86960 -0.33150
C6 4.28970 -0.65470 -2.22360
H9 -8.54170 1.81530 0.54600
C7 -4.71100 -2.16980 0.28890
C8 -7.60390 1.30760 0.33250
C9 -2.22210 -3.04210 -0.39650
H10 -7.68630 0.79720 -0.62500
O7 3.18040 -0.03510 0.09490
C10 -1.06910 3.55860 0.35800
F5 4.09800 -1.32590 -3.36230
C11 -4.02570 -2.99620 1.16910
C12 -1.54650 4.91190 0.06220
H11 -1.22170 -3.33510 -0.68520
C13 -4.45470 0.07150 3.00540
H12 -8.07500 -0.46490 1.49250
O8 -4.53920 3.24710 1.15480
N3 2.66430 -2.26670 -0.96920
H13 -3.50670 0.57290 3.16890
C14 -7.29200 0.29700 1.43270
O9 1.10750 -3.92230 0.07250
F6 2.49300 -2.13040 2.76480
Cs1 0.10880 0.72340 0.14210
S2 2.76850 -0.68870 -1.10260
C15 -6.06850 -1.61000 0.61690
C16 -3.01090 4.91440 0.29140
O10 1.70810 -0.10490 -1.85560
C17 -4.82620 0.29840 1.54360
H14 -7.20860 0.81230 2.39210

Results
- Lowest unoccupied orbital energy: 3.90 eV
- HOMO: -1.352 eV
- Frontier orbital gap: 5.25 eV
- Charge: -2

No. 3
DFT (ωB97M-V/def2-TZVPD) results for an isolated molecule of C17H14INO at a distorted geometry.

Positions of all 34 atoms, in Å:
C1 -0.84687 0.98527 -0.17967
H1 -1.40740 0.23352 -0.67071
C2 0.97571 1.67460 1.28770
C3 1.65656 -3.94601 -0.61578
C4 -1.43517 5.25133 -0.49561
H2 -2.70503 4.11982 2.15895
C5 0.88947 -0.59228 0.39886
C6 2.39350 -4.89243 -1.33328
H3 1.96564 1.57017 1.75453
H4 -0.27428 -3.43503 0.42437
H5 -1.46668 5.08579 2.74593
C7 0.36104 -6.21801 -1.56655
H6 -2.31821 2.57796 -0.48846
C8 1.74840 -6.00925 -1.66930
H7 -2.52798 5.32115 -0.65258
H8 -1.01222 4.68788 -1.33340
H9 2.25082 -6.87942 -2.18087
C9 -1.35625 2.24537 -0.06213
C10 -0.68337 3.19759 0.65241
C11 0.45445 2.95345 1.35165
N1 -1.27873 4.46335 0.76724
C12 -2.02626 4.92038 1.93079
H10 -0.96569 6.22198 -0.53673
C13 0.33338 0.72162 0.48970
H11 -1.45948 -5.09791 -0.87870
C14 0.25084 -4.01972 -0.33105
C15 -0.37359 -5.21805 -0.89898
H12 -2.50867 5.90561 1.77884
C16 1.58328 -1.60051 0.19344
H13 3.48541 -4.70265 -1.38951
H14 0.96310 3.75857 1.94363
O1 3.65670 -2.70177 0.03845
C17 2.41363 -2.75899 -0.01027
I1 -0.73605 -7.82338 -2.62293

Results
- Lowest unoccupied orbital energy: -0.60 eV
- SMILES: CN(C)c1ccc(C#CC(=O)c2ccc(I)cc2)cc1
- HOMO: -8.115 eV
- Frontier orbital gap: 7.51 eV

No. 4
DFT (ωB97M-V/def2-TZVPD) results for an isolated molecule of C17H14N6O at a distorted geometry.

Positions of all 38 atoms, in Å:
H1 2.49382 0.11978 3.49336
N1 0.50450 -1.53535 2.93476
C1 -2.12038 -1.12852 2.81474
C2 2.84716 0.56980 2.56795
C3 -1.12623 1.33284 -4.21157
N2 -0.45212 -0.39552 -0.98926
H2 -3.47810 -1.50946 -5.46686
C4 -1.32586 -0.55920 1.86866
C5 0.61886 0.12439 -0.28075
C6 0.01278 -0.76268 1.96233
H3 -0.85818 -1.21319 -0.52208
C7 -0.89624 -0.11850 -2.27140
C8 -1.76484 -1.01142 -2.87110
H4 0.13838 -2.62955 4.66549
C9 4.04617 1.26019 2.57520
C10 3.70319 1.74982 0.21114
C11 2.06647 0.43190 1.40376
H5 -0.82370 2.20311 -4.83807
H6 -2.04641 -1.91145 -2.39810
H7 -3.68413 0.09936 2.73760
C12 4.47458 1.87483 1.40628
C13 -0.31569 -2.04570 3.85720
H8 0.10131 1.77853 -2.45153
H9 -3.89618 -1.39573 3.58902
H10 -1.74572 0.13847 1.15190
N3 0.86463 -0.15654 1.08001
H11 5.41913 2.39984 1.34363
C14 -2.31724 -0.76394 -4.11611
N4 -1.65016 -1.89188 3.76091
N5 -3.43585 -0.86977 2.88166
N6 1.57538 0.85756 -0.79508
O1 -3.13852 -1.75044 -4.61452
H12 4.05326 2.20135 -0.71551
H13 -2.43483 0.62338 -5.76225
C15 -1.97802 0.38645 -4.80746
H14 4.63511 1.36878 3.49776
C16 -0.55595 1.05743 -2.94790
C17 2.48963 1.07105 0.25623

Results
- Lowest unoccupied orbital energy: 0.52 eV
- SMILES: Nc1cc(-n2c(Nc3cccc(O)c3)nc3ccccc32)ncn1
- HOMO: -7.860 eV
- Frontier orbital gap: 8.38 eV

No. 5
DFT (ωB97M-V/def2-TZVPD) results for a structure of composition C17H15AuIN5O.

Positions of all 40 atoms, in Å:
C1 -0.65486 2.85545 1.58969
H1 1.52518 -1.61286 1.82810
C2 -0.79162 4.23425 1.61228
H2 0.05230 -3.93087 -1.09218
I1 1.57325 -3.06836 4.92104
N1 -0.69980 0.70408 -1.69716
H3 0.25104 -5.99046 -2.43237
C3 -0.31875 -2.67454 -2.80386
H4 -2.08004 -0.04094 2.92725
H5 -1.22116 4.69073 -1.71130
H6 -0.79569 3.47649 -3.45127
N2 -0.73133 2.17088 0.44969
C4 -0.35707 -3.78128 -4.93637
N3 -1.19729 -0.51276 3.04567
N4 -0.62394 -0.29534 -2.60534
H7 -0.01127 -5.89581 -4.88422
C5 -0.90549 1.95578 -1.95184
H8 -1.39207 -1.32850 4.98517
C6 -1.10856 2.44206 -3.33797
C7 -0.91456 2.81273 -0.74498
C8 -0.79687 -1.25584 4.08934
C9 0.68250 -1.39272 2.46406
O1 -0.30925 -1.58667 -0.69391
H9 -0.47670 2.28551 2.49145
C10 -1.00868 4.90016 0.42097
H10 -0.66945 -1.67806 -4.68094
C11 -1.06564 4.18076 -0.77206
C12 0.05013 -5.04596 -2.91818
C13 -0.46745 -2.62222 -4.19570
H11 -2.16935 2.36834 -3.59494
H12 -1.12565 5.97552 0.40673
H13 -0.55598 1.81345 -4.03277
Au1 -0.51463 0.16686 0.16029
H14 -0.47243 -3.74814 -6.01066
C14 -0.43175 -1.45758 -2.02373
C15 0.41375 -1.83268 3.75895
N5 -0.29935 -0.59152 2.04067
C16 -0.09782 -4.98993 -4.29919
H15 -0.72624 4.75972 2.55406
C17 -0.05979 -3.89273 -2.16610

Results
- Lowest unoccupied orbital energy: -7.93 eV
- HOMO: -14.366 eV
- Frontier orbital gap: 6.44 eV
- Charge: +2

No. 6
DFT (ωB97M-V/def2-TZVPD) results for a structure of composition C17H15B2Cl2F10FeN5O10S2.

Positions of all 64 atoms, in Å:
F1 2.43671 -0.92477 -4.72525
H1 -1.74484 -4.41308 3.31486
F2 1.59547 -3.84697 -0.87719
O1 1.39592 1.97314 2.50010
C1 3.13844 0.23170 -0.02352
Fe1 0.42840 -0.34719 0.58365
F3 3.07627 -3.02405 0.68539
F4 -2.33495 0.84003 -2.88457
H2 4.47262 0.28833 -1.65691
Cl1 -4.46908 -0.89711 1.30289
H3 -0.57784 3.26594 -1.08071
H4 -1.17240 -0.99723 4.95535
O2 -0.39186 -1.13554 -1.29611
O3 0.18943 1.56053 -0.40490
H5 -0.38959 -2.58228 4.96364
O4 -0.10823 0.66817 -5.40175
C2 -0.75550 2.29763 -0.59234
O5 -0.00883 0.27442 3.57254
F5 -2.93953 -1.14917 -2.28428
C3 2.42776 0.40018 -4.77994
F6 -2.45529 -0.74738 -4.35177
C4 4.48184 -0.00578 -0.60520
C5 -4.88551 1.55097 0.30888
C6 -3.97377 0.57512 0.60565
H6 -5.93619 1.40137 0.51178
S1 0.76681 1.07744 -4.34670
C7 2.84550 1.28133 0.96432
F7 -0.95215 1.99141 2.25040
C8 -2.12740 -0.47153 -3.10567
N1 -0.17110 -0.66073 2.60897
O6 0.86996 -2.22740 0.79731
C9 -3.08145 2.96852 -0.54088
C10 -1.91526 -3.90845 2.36377
H7 4.63161 2.06578 1.82100
H8 4.15079 2.81738 0.29731
C11 -1.11564 -1.95184 4.44454
O7 0.99672 2.46737 -4.09684
N2 2.14060 -0.52328 -0.29555
F8 3.35174 0.86616 -3.92472
N3 0.48789 0.36450 -2.95354
F9 2.75918 0.79003 -6.00876
O8 -1.75990 -0.16150 0.61901
H9 -2.77833 3.90316 -0.99579
Cl2 -5.57674 3.96484 -0.63641
O9 -0.11242 -2.06242 -3.55781
N4 1.73074 1.08565 1.56981
B1 2.00688 -2.79672 -0.15305
F10 0.02606 2.45795 4.28445
C12 -2.54790 0.74782 0.34520
C13 -0.84616 -2.89198 2.08808
H10 5.24218 0.56221 -0.07722
H11 -1.91079 -4.64510 1.56513
H12 -2.07968 -2.45344 4.48520
N5 -0.11460 -3.15625 1.07907
B2 0.07503 1.69309 3.16013
H13 4.70590 -1.07113 -0.56573
O10 2.29760 -1.62030 -1.03782
C14 -4.44341 2.74679 -0.26181
C15 -0.68586 -1.75813 3.02535
H14 -2.89478 -3.42926 2.40447
S2 -0.35678 -0.92484 -2.74010
C16 -2.15296 2.01393 -0.25058
H15 3.26305 3.18273 1.79909
C17 3.77559 2.40923 1.23608

Results
- Lowest unoccupied orbital energy (alpha / beta): -3.12 / -3.83 eV
- HOMO (alpha / beta): -9.865 / -10.069 eV
- Frontier orbital gap (alpha / beta): 6.74 / 6.24 eV
- 2S+1: 5